Entry 1:
Computed, not measured: one molecule with the formula C5H8O, with ωB97M-V/def2-TZVPD.

ORCA input file:
```
! RIJCOSX wB97M-V def2-TZVPD def2/J DEFGRID3
* xyz 0 1
C -2.30568 0.26100 -0.31768
O -1.83122 -1.05148 -0.13441
C -0.69559 -1.33214 -0.91736
C 0.48836 -0.53434 -0.54334
C 1.44081 0.12083 -0.19905
C 2.60750 0.90190 0.21724
H -2.61381 0.43374 -1.36112
H -3.17270 0.38262 0.33463
H -1.54352 1.00537 -0.04928
H -0.48302 -2.39523 -0.76853
H -0.92042 -1.18322 -1.98712
H 3.33912 0.26570 0.72760
H 3.09918 1.36858 -0.64247
H 2.31576 1.69850 0.90838
*
```

The SMILES is CC#CCOC. Its HOMO energy is -9.606 eV. For the energy above the lowest of the compared OMol25 structures with the same formula, charge and spin, the calculation gives 232.2 kJ/mol. The calculation puts the gap between HOMO and LUMO at 10.6 eV. The total energy is -7359.8483 eV. The LUMO energy is 0.0360 Eh.

Entry 2:
Computed, not measured: C48H50NOPbSbSi2 as an isolated structure, with ωB97M-V/def2-TZVPD.

ORCA input file:
```
! RIJCOSX wB97M-V def2-TZVPD def2/J DEFGRID3
* xyz 2 1
Pb -0.01953 0.41179 -0.17960
C 4.64151 0.77202 -0.99870
Si 3.12354 -0.31175 -1.02984
C 2.05771 0.05918 -2.54855
C 3.60656 -2.09504 -1.05215
N 2.01830 0.00670 0.30447
C 2.35278 -0.23874 1.65012
C 3.67822 -0.32216 2.09289
C 3.98734 -0.61508 3.41166
C 2.98002 -0.86507 4.33052
C 1.65621 -0.79089 3.92262
C 1.37428 -0.44588 2.61769
O 0.05977 -0.35018 2.12004
C -1.04745 -0.29774 2.97668
C -1.11840 0.58547 4.03780
C -2.28259 0.62431 4.79314
C -3.35695 -0.20610 4.48808
C -3.25944 -1.09485 3.42664
C -2.09507 -1.14507 2.66691
H 4.84873 1.18620 -1.98845
H 5.52043 0.18750 -0.70872
H 4.54480 1.60197 -0.29366
H 2.68928 0.34436 -3.39722
H 1.36633 0.90995 -2.43606
H 1.48430 -0.82168 -2.86220
H 4.24711 -2.30594 -1.91630
H 2.73021 -2.74922 -1.11272
H 4.16802 -2.36852 -0.15213
H 4.48068 -0.16120 1.38058
H 5.02518 -0.65865 3.71858
H 3.21224 -1.12233 5.35517
H 0.85745 -1.01944 4.61653
H -0.27840 1.22714 4.27917
H -2.34541 1.30440 5.63334
H -4.25928 -0.17102 5.08715
H -4.07788 -1.76780 3.20059
H -1.97807 -1.86550 1.86087
C -2.65411 2.68189 2.00941
C -2.75716 4.01441 1.31230
C -3.87446 4.81270 1.56693
C -3.99833 6.07688 1.01450
C -2.98552 6.58599 0.20824
C -1.86416 5.81368 -0.04688
C -1.75931 4.52274 0.47833
Sb 0.02824 3.46606 -0.00384
C 0.23697 4.00577 -2.04937
C -0.90966 4.35198 -2.76664
C -0.82176 4.68123 -4.11056
C 0.41300 4.65499 -4.74324
C 1.54841 4.29254 -4.03423
C 1.48560 3.95984 -2.68189
C 2.75058 3.59705 -1.94848
C 1.42676 4.70463 0.98761
C 1.89068 5.83147 0.31766
C 2.76850 6.69700 0.95430
C 3.17716 6.42315 2.25179
C 2.70310 5.29762 2.91401
C 1.81683 4.41871 2.29781
C 1.28923 3.21290 3.03840
H -3.62979 2.19726 2.08747
H -2.28669 2.80756 3.03005
H -1.96950 1.99650 1.50330
H -4.64971 4.43818 2.22936
H -4.87514 6.67553 1.23065
H -3.06472 7.58101 -0.21314
H -1.06594 6.22620 -0.65574
H -1.87276 4.37808 -2.27322
H -1.71081 4.97041 -4.65860
H 0.49423 4.92174 -5.78993
H 2.51094 4.27352 -4.53482
H 3.49458 3.20839 -2.63988
H 2.57906 2.84051 -1.17689
H 3.18589 4.46764 -1.45373
H 1.56849 6.04362 -0.69731
H 3.12976 7.57751 0.43850
H 3.86492 7.09148 2.75498
H 3.02507 5.09692 3.92993
H 1.64402 3.20073 4.06905
H 1.61940 2.28112 2.56620
H 0.19274 3.22093 3.06417
C -4.04176 -4.60701 -1.23521
C -5.12504 -3.74706 -1.10138
C -4.91502 -2.38713 -0.93177
C -3.60789 -1.88627 -0.90001
C -2.52169 -2.75488 -1.05143
C -2.74271 -4.11216 -1.22010
Si -3.45025 -0.12288 -0.53817
C -3.50918 1.20960 -1.72174
C -3.00376 1.09807 -3.02989
C -3.22230 2.11569 -3.93497
C -3.95280 3.24278 -3.55132
C -4.43766 3.37502 -2.25528
C -4.21014 2.36520 -1.33379
H -4.20990 -5.67081 -1.34839
H -6.13633 -4.13292 -1.12575
H -5.77433 -1.72554 -0.83349
H -1.50249 -2.37848 -1.04428
H -1.90295 -4.78565 -1.33670
H -3.57883 0.30901 0.85658
H -2.46183 0.20923 -3.34176
H -2.83931 2.03265 -4.94468
H -4.14219 4.02773 -4.27520
H -4.98885 4.25876 -1.95994
H -4.59315 2.46951 -0.32096
*
```

Its HOMO energy is -12.488 eV. The calculation puts the gap between HOMO and LUMO at 5.4 eV. The total energy is -81652.3672 eV. The LUMO energy is -0.2609 Eh.